{
  "formula": "C3InLiO3",
  "method": "wB97M-V/def2-TZVPD",
  "species": ["C", "C", "O", "O", "C", "O", "In", "Li"],
  "coordinates": [[-0.793222, -0.015267, -0.472119], [-1.978393, -0.134848, 0.141694], [-3.046993, -0.204094, 0.526945], [0.408620, 1.028950, -0.161178], [0.553242, -0.222422, -0.667859], [1.072262, -1.216810, -0.228664], [1.102636, 2.721560, 0.229641], [2.681849, -1.957066, 0.631537]],
  "atomic_forces_ev_per_a": [[0.3, 2.1, -2.1], [-5.5, -0.5, 1.8], [2.5, 0.1, -0.8], [-2.8, -3.6, -1.0], [0.2, -6.2, 2.6], [1.3, 2.2, -2.3], [2.8, 7.1, 1.4], [1.1, -1.2, 0.4]],
  "lowdin_charge": [0.38, 0.24, 0.62, -0.05, -0.25, 0.28, 1.84, 0.95],
  "spin_multiplicity": 1,
  "mol_weight_g_mol": 205.8,
  "e_lumo_ev": [-23.218, -23.181],
  "charge": 4,
  "total_energy_ev": -14568.1312
}

---

{
  "formula": "C3Li2O3Sr",
  "method": "wB97M-V/def2-TZVPD",
  "species": ["O", "C", "O", "Sr", "Li", "C", "C", "O", "Li"],
  "coordinates": [[-2.862968, -0.024002, -0.102142], [-1.770870, 0.400926, -0.247584], [-0.917120, 1.173093, 0.045060], [1.554946, 1.434863, 0.031582], [-2.750782, -2.243398, -0.217153], [-0.774095, -1.736696, -0.591851], [0.317066, -1.614747, -0.008247], [1.437933, -1.085953, 0.329691], [2.971568, -2.030555, 0.023566]],
  "atomic_forces_ev_per_a": [[0.5, 0.4, -1.1], [-0.8, -1.2, 2.4], [0.1, 0.0, -1.2], [0.0, -0.5, 0.0], [0.6, 0.4, -0.3], [-0.6, -0.5, 0.5], [-0.9, 1.4, -1.2], [1.5, -0.1, 0.6], [-0.4, 0.1, 0.1]],
  "lowdin_charge": [0.10, -0.46, -0.08, 1.26, 0.73, -0.17, -0.56, -0.53, 0.72],
  "s2": 0.750,
  "spin_multiplicity": 2,
  "mol_weight_g_mol": 185.5,
  "e_lumo_ev": [-3.697, -3.744],
  "charge": 1,
  "total_energy_ev": -10491.9335
}

---

{
  "formula": "C3LiO6Rb",
  "method": "wB97M-V/def2-TZVPD",
  "species": ["C", "O", "C", "O", "O", "Li", "Rb", "O", "O", "O", "C"],
  "coordinates": [[-0.086910, -0.300426, -0.849691], [0.473199, 0.102249, -1.859421], [-1.446792, -1.082918, -0.864348], [-1.763904, -1.550721, 0.262892], [-2.005712, -1.218632, -1.948467], [2.216770, 0.720070, -1.225566], [-1.014657, -2.047458, 2.613616], [0.318490, -0.014252, 0.359844], [1.799175, 1.909193, 0.252956], [0.583922, 1.792166, 2.196051], [0.926418, 1.690730, 1.062134]],
  "atomic_forces_ev_per_a": [[-0.9, 0.8, 1.9], [1.3, 0.1, -0.8], [-0.1, -0.9, -0.8], [-0.3, -0.1, 0.1], [0.2, 0.3, 0.3], [-1.1, 0.1, 0.2], [0.1, 0.3, -0.2], [-0.1, -0.3, 0.2], [-0.9, 0.8, -0.1], [-0.8, -0.1, -2.2], [2.5, -1.1, 1.4]],
  "lowdin_charge": [-0.52, -0.02, -0.65, -0.30, 0.03, 0.81, 1.04, -0.11, 0.00, 0.16, -0.46],
  "e_above_lowest_kj_mol": 47.27,
  "spin_multiplicity": 1,
  "mol_weight_g_mol": 224.4,
  "e_lumo_ev": -0.726,
  "total_energy_ev": -16258.6976
}

---

{
  "formula": "C3N6",
  "method": "wB97M-V/def2-TZVPD",
  "species": ["C", "C", "C", "N", "N", "N", "N", "N", "N"],
  "coordinates": [[0.229107, 1.320246, 0.724986], [0.606344, -0.024140, -1.285830], [0.528364, 0.043442, 0.145334], [-0.025768, 2.347898, 1.147760], [0.869412, 0.005957, -2.405970], [0.867148, -0.876748, 0.919571], [-1.893011, -0.582059, 0.148408], [1.081508, -1.820272, 1.454256], [-2.525327, -0.650703, -0.760694]],
  "atomic_forces_ev_per_a": [[0.2, -1.2, -0.5], [1.0, -0.3, 0.4], [-0.4, 4.6, -2.4], [-0.3, 1.0, 0.5], [-0.5, -0.1, 0.1], [0.4, -2.3, 0.5], [-2.6, -0.5, -2.3], [0.6, -1.4, 1.4], [1.6, 0.2, 2.3]],
  "lowdin_charge": [-0.20, -0.19, -0.39, 0.18, 0.18, -0.03, 0.04, 0.32, 0.10],
  "e_above_lowest_kj_mol": 15.81,
  "spin_multiplicity": 1,
  "mol_weight_g_mol": 120.1,
  "e_lumo_ev": -0.976,
  "total_energy_ev": -12048.9349
}

---

{
  "formula": "C3Na7O9",
  "method": "wB97M-V/def2-TZVPD",
  "species": ["Na", "Na", "Na", "Na", "Na", "Na", "Na", "C", "O", "O", "O", "C", "O", "O", "O", "C", "O", "O", "O"],
  "coordinates": [[2.459627, -0.450024, 1.471781], [-2.964844, 0.461141, -0.950430], [0.625227, -3.162966, -0.870632], [0.551305, 2.226518, 1.098102], [-1.684388, -2.431129, -2.886424], [-0.945714, 1.743217, -2.291252], [-1.680525, -0.100231, 1.908881], [2.938791, -2.860951, 2.039837], [2.780276, -2.511360, 3.238102], [4.028923, -2.752637, 1.399641], [1.833218, -3.220511, 1.479123], [0.133219, -0.451878, -0.904433], [-0.350419, -0.826203, -2.022001], [1.000245, -1.057280, -0.248180], [-0.513747, 0.507114, -0.277895], [-2.066729, 3.758047, -0.547283], [-0.870480, 4.186263, -0.788800], [-2.169826, 2.616077, 0.124777], [-3.104168, 4.326791, -0.972920]],
  "atomic_forces_ev_per_a": [[0.6, -1.6, 0.1], [0.0, 1.2, 0.7], [1.3, -0.2, 1.2], [-1.2, 1.1, -1.2], [0.2, 0.2, -0.3], [0.5, 1.3, 0.6], [0.2, 0.3, -0.2], [0.3, -0.1, -0.7], [0.3, 1.1, 1.1], [-0.7, 0.4, 0.1], [-1.2, -0.4, -1.6], [-1.5, 0.3, 2.8], [-0.6, -0.7, -1.7], [1.3, -0.2, -0.6], [-0.2, 0.4, -0.2], [-0.9, 1.4, -1.1], [0.7, -1.1, 0.2], [0.1, -2.5, 0.6], [0.7, -0.7, 0.2]],
  "lowdin_charge": [0.68, 0.65, 0.66, 0.73, 0.75, 0.66, 0.77, -1.02, 0.00, -0.02, -0.09, -0.89, -0.14, -0.08, -0.23, -0.98, -0.13, -0.24, -0.06],
  "e_above_lowest_kj_mol": 1144.05,
  "spin_multiplicity": 1,
  "mol_weight_g_mol": 341.0,
  "e_lumo_ev": -6.242,
  "charge": 1,
  "total_energy_ev": -52449.1362
}